# 1
ORCA calculation (ωB97M-V/def2-TZVPD) on C19H28CaClO6 as an isolated structure at a distorted geometry.

Properties
**Multiplicity**: 1
**HOMO energy**: -3.480 eV
**Net charge**: -1
**LUMO**: 2.335 eV

CARTESIAN COORDINATES (ANGSTROEM)
H 1.65233 -2.23560 -3.83345
H 1.89871 2.64431 0.47977
H -3.45645 0.30461 0.65023
H -1.08514 1.31960 -1.50084
C 0.86670 0.74411 -0.73802
H -2.37401 2.13650 2.33156
H -0.06420 -3.85185 3.58861
C 0.58920 -3.09776 3.16826
O 1.89374 1.60904 -1.38699
C 1.26464 -2.07779 3.92313
H 1.78675 -1.68256 -5.52737
H -2.13523 1.00793 4.72888
H 0.72822 -3.63768 0.99580
C -3.40166 -1.06078 2.44985
O -0.21840 1.81377 5.02566
H -0.65452 0.87014 -5.68916
H 2.25949 3.67184 -0.94133
O -0.12972 -0.54059 4.55262
Ca -0.70114 -0.85399 2.11054
C -0.43250 1.55393 -0.64965
C 2.06611 -1.33442 3.00674
H 1.19187 0.88703 -5.73473
H 2.48410 -1.55659 0.83409
H -1.04442 1.36869 0.25103
C 0.28057 0.68893 -5.14321
H -3.91309 -1.95363 2.09353
O 0.17895 0.02882 -3.02209
H 1.40619 -2.12310 4.99877
H 1.24924 0.65347 0.30703
H 2.48019 -0.68890 -4.24356
O 0.56893 1.04759 2.89655
C -3.15042 0.12688 1.68331
C 1.00631 -2.97631 1.81293
H -0.32392 3.66613 0.04745
H 1.21884 1.84940 -3.59362
H -0.10127 3.35987 -1.73356
C -0.87207 -1.54780 -4.62360
C 1.65041 2.83465 -0.58787
C -2.96586 -0.82310 3.77939
H -0.85578 -1.86490 -5.68001
C 0.11077 3.01565 -0.69820
C -2.55583 1.08476 2.54947
H 0.82263 -0.25297 -1.19933
C 0.27873 1.31968 -3.76344
H -0.79726 -2.42734 -3.96745
C 1.64513 -1.35403 -4.48428
C 1.92702 -1.87833 1.71539
H 2.81779 -0.59537 3.30234
C -2.41035 0.47869 3.83223
Cl 0.57498 0.80659 4.38451
H -3.08252 -1.47492 4.64310
O 1.92067 0.71331 4.87056
H -1.81699 -1.02349 -4.42916
H -0.58624 1.94333 -3.51450
C 0.30978 -0.63547 -4.32793

Forces on atoms 1 to 3 (eV/Å):
H 0.25 0.14 -0.05
H 0.09 0.00 -0.58
H 0.12 -0.13 0.29

***

# 2
ORCA calculation (ωB97M-V/def2-TZVPD) on C4H8N2O2 as an isolated structure at a distorted geometry.

Properties
**Multiplicity**: 1
**HOMO energy**: -9.321 eV
**Net charge**: 0
**LUMO**: 0.484 eV

CARTESIAN COORDINATES (ANGSTROEM)
H 0.31677 1.40078 -0.55300
H -2.64547 -0.20058 -0.76243
H -0.75645 1.07620 1.47892
N 2.55421 0.25637 0.17313
C -0.68464 -1.14428 -0.55377
C -1.57815 -0.17027 -0.15100
H -1.05954 -1.60043 -1.62850
O -1.45839 -1.32021 0.61691
H 1.41897 -1.98638 -0.07031
N 1.25157 0.06783 -0.12523
H -2.30878 1.60453 0.63105
H 2.84152 1.05840 0.68245
O -0.60424 1.84670 -0.51401
H 3.27785 -0.87903 0.40278
C 0.73002 -1.10350 -0.17956
C -1.29524 1.09387 0.55259

Forces on atoms 1 to 3 (eV/Å):
H -1.93 0.82 0.11
H 2.83 0.50 1.33
H 0.24 -0.34 0.43